No. 1
A structure of composition Cl2Na4O8. Source: the Open Molecules 2025 dataset; level of theory: wB97M-V/def2-TZVPD.

As for the net charge: +2. Its HOMO-LUMO gap is 6.54 eV. The value obtained for the LUMO energy is -8.294 eV.

Each line ends with the Mulliken charge.
Cartesian coordinates (Å):
Na: 0.6790 3.8919 -1.8040  0.94
Na: 0.7605 -2.1782 -2.2927  0.95
Na: -1.5874 1.4074 -1.4645  0.93
Na: 2.3600 -1.0756 3.9106  0.98
Cl: -2.2613 -1.3156 0.3188  1.55
O: -1.4026 -1.7675 -0.7326  -0.62
O: -3.4539 -0.8705 -0.3476  -0.59
O: -2.3428 -2.3745 1.2802  -0.61
O: -1.6796 -0.1323 0.8595  -0.62
Cl: 1.7549 0.8968 0.0112  1.57
O: 1.8332 -0.0246 -1.1433  -0.63
O: 2.9527 1.7320 0.1852  -0.59
O: 0.5159 1.6243 -0.0385  -0.67
O: 1.8712 0.1865 1.2578  -0.60

Atoms 1-2, force components in eV/Å:
0.6612 0.1780 0.4203
-0.3373 0.1046 0.6843

=====

No. 2
The molecule C3H7NO. Source: the Open Molecules 2025 dataset; level of theory: wB97M-V/def2-TZVPD.

As for the net charge: 0. Its HOMO-LUMO gap is 10.83 eV. The SMILES is C/N=C/OC. The value obtained for the LUMO energy is 1.130 eV.

Each line ends with the Mulliken charge.
Cartesian coordinates (Å):
C: -0.0622 0.2241 1.9992  -0.70
N: -0.3163 0.0304 0.5896  -0.41
C: 0.5398 0.5484 -0.1786  0.18
O: 0.6076 0.3233 -1.4943  -0.32
C: -0.3563 -0.6092 -1.9684  -0.62
H: 0.8453 0.8202 2.2035  0.29
H: -0.8916 0.7152 2.5129  0.23
H: 0.0738 -0.7638 2.4480  0.24
H: 1.3411 1.2160 0.1505  0.32
H: -0.3261 -1.5327 -1.3801  0.30
H: -1.3541 -0.1755 -1.8713  0.28
H: -0.1009 -0.7965 -3.0112  0.22

Atoms 1-2, force components in eV/Å:
0.1453 0.1212 0.4039
0.3670 0.1085 -0.2540

=====

No. 3
A structure of composition C20H13IN5O3SZn. Source: the Open Molecules 2025 dataset; level of theory: wB97M-V/def2-TZVPD.

As for the net charge: -1. Its HOMO-LUMO gap (alpha / beta) is 5.07 / 6.82 eV. The value obtained for the LUMO energy (alpha / beta) is 1.703 / 1.803 eV.

Each line ends with the Mulliken charge.
Cartesian coordinates (Å):
Zn: -0.1153 -0.5766 -0.1849  0.05
O: -3.9664 1.2897 5.5401  -0.77
N: -4.5999 1.3701 4.4602  1.00
O: -5.7954 1.7308 4.4354  -0.77
C: -3.9739 1.0697 3.2518  -0.83
C: -4.7437 1.1858 2.0855  -1.01
C: -4.2021 0.9205 0.8234  1.26
C: -4.9296 1.0482 -0.3917  -0.84
C: -4.3194 0.7772 -1.5840  -0.77
C: -2.9688 0.3817 -1.5973  -0.27
N: -2.2684 0.2608 -0.4868  0.25
C: -2.8609 0.5036 0.6961  -0.32
C: -2.0609 0.3389 1.9010  0.55
N: -0.7974 -0.0794 1.7150  -0.31
C: 0.0430 -0.1612 2.7423  -0.14
C: -0.3724 0.1390 4.0264  -0.87
C: -1.6826 0.5288 4.2512  -0.43
C: -2.5837 0.6506 3.1767  0.87
H: -5.7705 1.5005 2.1830  0.50
H: -5.9655 1.3621 -0.3490  0.45
H: -4.8543 0.8630 -2.5204  0.39
H: -2.4584 0.1528 -2.5235  0.36
H: 1.0564 -0.4827 2.5162  0.47
H: 0.3233 0.0574 4.8498  0.41
H: -2.0312 0.7559 5.2434  0.58
O: 2.4951 -0.9293 0.7024  -0.54
S: 2.7131 0.4784 0.2211  0.16
N: 1.2175 0.9994 -0.0997  0.03
I: 1.4223 3.6252 -1.7701  -0.20
C: 0.8650 2.3270 0.0272  -1.09
H: 1.3591 2.8774 0.8244  0.53
H: -0.2108 2.4692 0.0391  0.39
N: -0.3016 -4.2915 -6.5662  -0.55
C: -0.2510 -3.7452 -5.5550  -0.01
C: -0.1913 -3.0625 -4.2924  0.53
C: -0.2480 -3.7860 -3.1028  -0.66
C: -0.1955 -3.1152 -1.8908  0.20
C: -0.0937 -1.7221 -1.8084  -1.06
C: -0.0205 -1.0310 -3.0263  0.51
C: -0.0709 -1.6749 -4.2527  -0.79
H: -0.3322 -4.8648 -3.1385  0.42
H: -0.2377 -3.7061 -0.9827  0.39
H: 0.0924 0.0498 -3.0247  0.50
H: -0.0118 -1.1161 -5.1781  0.41

Atoms 1-2, force components in eV/Å:
-0.2949 0.4726 -0.2354
0.0131 -0.0399 0.0025

=====

No. 4
The molecule C3H6N2O. Source: the Open Molecules 2025 dataset; level of theory: wB97M-V/def2-TZVPD.

As for the net charge: 0. Its HOMO-LUMO gap is 8.76 eV. The SMILES is C=NNCC=O. The value obtained for the LUMO energy is 0.445 eV.

Each line ends with the Mulliken charge.
Cartesian coordinates (Å):
C: 2.1031 0.6575 0.9840  -0.40
N: 0.8392 0.4170 1.3202  -0.57
N: 0.0457 -0.2444 0.5980  0.12
C: 0.2303 -0.2523 -0.9104  -0.58
C: -1.2485 -0.3625 -1.2986  0.20
O: -2.1372 -0.2168 -0.4729  -0.51
H: 2.6763 1.3525 1.7359  0.23
H: 2.7104 0.1919 0.1691  0.30
H: -1.0313 -0.2068 0.7941  0.33
H: 0.7390 0.7005 -1.1970  0.37
H: 0.7895 -1.0837 -1.4009  0.23
H: -1.4903 -0.6848 -2.3952  0.27

Atoms 1-2, force components in eV/Å:
-0.7852 0.7789 2.0702
4.6893 2.4146 1.5423

=====

No. 5
A cluster of 4 separate species, C2H12NO4 in total. Source: the Open Molecules 2025 dataset; level of theory: wB97M-V/def2-TZVPD.

As for the net charge: +1. Its HOMO-LUMO gap is 11.20 eV. The value obtained for the LUMO energy is -2.999 eV.

Each line ends with the Mulliken charge.
Cartesian coordinates (Å):
O: -2.2157 0.3611 0.6442  -0.42
C: -1.5171 0.6499 1.5845  0.08
C: -0.0239 0.6180 1.4307  -0.61
N: 0.3929 0.1183 0.1015  -0.13
H: -2.0413 0.8537 2.5288  0.40
H: 0.4665 1.5790 1.6048  0.42
H: 0.4532 0.0103 2.2286  0.36
H: 0.0042 -0.8550 -0.0474  0.36
H: 0.1694 0.7698 -0.6486  0.30
H: 1.4320 0.0257 0.0945  0.30
H: -1.1031 -3.0385 0.0762  0.33
H: -0.0838 -2.8921 -0.9123  0.33
O: -0.3201 -2.4772 -0.0650  -0.68
H: -1.0839 2.8414 -2.7128  0.31
H: -0.9617 1.2987 -2.7807  0.31
O: -0.7499 2.0702 -2.2516  -0.65
H: 4.1594 -1.2523 0.0957  0.32
H: 3.6781 -1.0827 -1.3900  0.31
O: 3.5109 -0.8306 -0.4814  -0.64

Atoms 1-2, force components in eV/Å:
0.3643 0.0098 -0.1158
-1.1231 -0.4989 -0.8364

=====

No. 6
The ion C7H23N2OSi2 with charge +1. Source: the Open Molecules 2025 dataset; level of theory: wB97M-V/def2-TZVPD.

As for the net charge: +1. Its HOMO-LUMO gap is 9.89 eV. The SMILES is CC(C)[C@H]([NH2+]CCN)[Si@H](C)O[SiH3]. The value obtained for the LUMO energy is -2.515 eV.

Each line ends with the Mulliken charge.
Cartesian coordinates (Å):
C: 3.2344 -0.5108 0.8302  -1.60
C: 2.1598 -0.8849 -0.1324  0.73
C: 2.3357 -0.7753 -1.6663  -1.22
C: 0.8708 -0.1076 0.3492  -0.46
N: -0.4251 -0.6899 -0.2596  0.00
C: -1.5568 -1.2017 0.5055  -0.80
C: -2.7022 -1.8264 -0.4590  -0.36
N: -3.4429 -2.7656 0.1830  -0.46
Si: 0.7563 1.7712 0.1137  0.19
C: 1.4085 2.4843 1.7324  -1.41
O: -0.8262 1.8221 -0.2807  -0.03
Si: -2.2979 2.6020 -0.8303  0.20
H: 3.3534 0.4964 1.0571  0.29
H: 4.2077 -0.8153 0.4148  0.42
H: 3.2042 -1.1001 1.7909  0.38
H: 2.1001 -1.9553 0.1809  0.25
H: 3.0281 0.0912 -1.9932  0.30
H: 2.6143 -1.6810 -2.1574  0.39
H: 1.3319 -0.6147 -2.0808  0.29
H: 0.7899 -0.2023 1.4745  0.34
H: -0.7674 0.0925 -0.8781  0.44
H: -0.1346 -1.3881 -0.9283  0.46
H: -1.1735 -2.0635 1.0975  0.32
H: -1.9812 -0.4884 1.1040  0.45
H: -3.4975 -0.9511 -0.6134  0.21
H: -2.3564 -2.1785 -1.4924  0.32
H: -4.2217 -2.5451 0.7698  0.19
H: -3.0645 -3.6483 0.3798  0.17
H: 1.4571 2.4158 -0.9119  -0.16
H: 2.2722 2.0549 2.0815  0.46
H: 1.5653 3.4807 1.7770  0.50
H: 0.7394 2.3575 2.5429  0.41
H: -3.0697 1.3104 -0.8947  -0.09
H: -1.6783 2.9276 -2.1948  -0.06
H: -2.8066 3.8358 -0.0981  -0.02

Atoms 1-2, force components in eV/Å:
2.3518 -1.8873 0.3977
-1.7025 -0.8923 0.6899

=====

Energy relative to the best compared isomer or geometry (same formula, charge and spin): 0.000; 1.490; 0.834; 3.798; 0.182; 1.808 (eV)